Record 1
98
Properties=species:S:1:pos:R:3 method="wB97M-V/def2-TZVPD" e_above_lowest_kcal_mol=412.0 gap_ev=7.709 lumo_ev=0.21 total_energy_ha=-4872.301064
Cl -2.5125 0.2537 0.7893
C -0.7935 -0.0533 0.9653
C -0.0375 -0.2243 -0.2337
Cl -0.7525 -1.4103 -1.3367
H -0.7925 -0.7983 1.8263
H -0.4675 1.0197 1.5433
H 0.9675 -0.3903 -0.0117
H 0.1055 0.7967 -0.6757
Cl 0.4155 2.1457 3.7423
C 0.2495 3.1327 5.1113
C -0.6985 4.2837 4.8193
Cl -0.0965 5.4097 3.5843
H 1.2995 3.4837 5.5103
H -0.2345 2.6117 5.6533
H -0.9595 4.6097 5.8443
H -1.4505 3.8037 4.3823
Cl 3.7995 -0.4463 2.2753
C 3.1315 -0.9263 3.7253
C 2.7475 -2.3983 3.8723
Cl 1.3095 -2.5953 2.8033
H 2.3775 -0.2393 4.0223
H 3.9665 -0.5703 4.5013
H 2.4185 -2.9343 4.9093
H 3.4065 -2.9733 3.3113
Cl 3.2315 -1.0643 -1.7627
C 4.9225 -1.3133 -1.7807
C 5.5075 -1.4273 -3.2297
Cl 7.1925 -1.8893 -3.2077
H 5.1025 -2.3233 -1.2297
H 5.1675 -0.5353 -1.0137
H 5.3885 -0.6263 -3.9737
H 5.0555 -2.1853 -3.5927
C -3.9165 1.0247 -2.5257
C -2.5625 1.3977 -3.3227
N -2.4385 0.9357 -4.7637
C -1.6545 1.5517 -5.7297
C -0.4345 1.9397 -5.1377
C -2.4455 -0.5333 -4.7707
C -3.0215 -1.0763 -6.1417
H -3.7085 0.0127 -2.2537
H -4.8845 1.1767 -3.1027
H -4.0935 1.6337 -1.7247
H -1.7075 1.3607 -2.6537
H -2.6055 2.4617 -3.4197
H -2.2815 2.3977 -5.8697
H -1.7075 1.4347 -6.7197
H 0.0295 2.0057 -4.2097
H -0.0555 2.8657 -5.5677
H 0.2045 1.1657 -5.5737
H -2.9755 -0.9393 -3.9907
H -1.5055 -0.9933 -4.6737
H -3.2075 -2.1783 -6.1377
H -2.4565 -0.7543 -7.0797
H -3.9045 -0.4773 -6.2097
C -3.8065 -2.9633 3.2223
C -2.5565 -3.6273 2.4303
N -2.2125 -5.0413 2.8103
C -1.5495 -5.8763 1.8863
C -0.6855 -5.2463 0.9733
C -1.3715 -4.9443 4.0573
C -1.8345 -5.9643 5.0653
H -3.3865 -2.7493 4.2553
H -4.4835 -3.6023 3.0693
H -3.8885 -1.8833 2.9203
H -1.6715 -3.1493 2.3973
H -2.8105 -3.4003 1.5063
H -2.2415 -5.7563 1.2663
H -1.3115 -6.5903 2.4663
H -0.6655 -4.2883 0.7173
H -0.8125 -5.8363 0.0683
H 0.2815 -5.4163 1.3993
H -1.3505 -3.9563 4.3733
H -0.2045 -5.0553 3.9683
H -1.3085 -5.6223 6.0263
H -1.7245 -6.9643 4.6653
H -2.8585 -6.0413 5.2413
C 2.5815 2.6377 -2.4477
C 1.7425 3.7367 -1.8067
N 1.3985 3.4377 -0.3847
C 2.4545 3.5047 0.6083
C 3.1815 4.7387 0.5763
C 0.2415 4.1797 -0.0417
C -1.1195 3.8687 -0.7197
H 3.5755 2.5867 -1.8237
H 2.6195 2.8297 -3.5447
H 2.0495 1.6237 -2.3747
H 1.0345 3.7287 -2.3357
H 2.1985 4.6937 -1.9947
H 2.9975 2.9397 0.2393
H 2.0995 3.0947 1.5663
H 3.4675 5.2587 -0.2677
H 4.4205 4.4727 1.0933
H 2.8315 5.4917 1.1263
H 0.6435 5.1907 -0.0447
H 0.1445 3.9857 1.0213
H -1.0355 4.2157 -1.8277
H -1.7715 4.3837 -0.1267
H -0.9365 2.7407 -0.8417

=====

Record 2
106
Properties=species:S:1:pos:R:3 method="wB97M-V/def2-TZVPD" e_above_lowest_kcal_mol=22.2 smiles="CCCCCCCCCCCCCCCCCCCCOC(=O)OCl.NC(N)=O.NC(N)=O.NC(N)=O.NC(N)=O.NC(N)=O" gap_ev=9.630 lumo_ev=0.20 total_energy_ha=-2637.047236
C -4.6717 0.9943 1.4673
C -3.7427 -0.1682 1.9195
C -4.4819 -1.5113 2.2481
C -4.6474 -1.7476 3.7573
C -3.3315 -2.0266 4.5061
C -2.7747 -3.4530 4.2794
C -1.7648 -3.5755 3.1115
C -0.3316 -3.8906 3.6022
C 0.7763 -3.4016 2.6506
C 0.7955 -4.1165 1.2726
C 0.8827 -3.1248 0.0901
C -0.3798 -2.2670 -0.0520
C -0.5889 -1.6397 -1.4498
C -0.0278 -0.1931 -1.6155
C 1.1149 0.1921 -0.6576
C 1.9442 1.3836 -1.2346
C 3.2650 1.4855 -0.4240
C 3.7075 2.9694 -0.1932
C 5.1853 3.2092 -0.5738
C 6.0985 3.6163 0.5919
O 5.7511 2.9622 1.8437
C 6.2977 3.6118 2.8461
O 7.4036 3.5390 3.1443
O 5.4107 4.4453 3.5318
Cl 6.0393 4.8367 5.0501
H -5.0757 1.5298 2.3335
H -5.4669 0.6011 0.8283
H -4.1218 1.7464 0.8888
H -3.0462 -0.3812 1.0973
H -3.1144 0.1695 2.7512
H -3.9105 -2.3216 1.7835
H -5.4966 -1.4771 1.8077
H -5.0699 -0.8233 4.1839
H -5.3988 -2.5199 3.9557
H -2.5673 -1.2667 4.3118
H -3.5744 -1.9506 5.5757
H -3.6047 -4.1616 4.1906
H -2.2482 -3.7234 5.2043
H -2.0670 -4.4365 2.4994
H -1.7385 -2.7093 2.4430
H -0.2098 -4.9640 3.7956
H -0.1659 -3.3959 4.5713
H 0.6809 -2.3124 2.5491
H 1.7516 -3.5816 3.1503
H 1.7363 -4.6794 1.2467
H -0.0310 -4.8230 1.1394
H 1.7992 -2.5479 0.2607
H 1.0319 -3.6813 -0.8439
H -0.4672 -1.4798 0.7049
H -1.2250 -2.9509 0.1155
H -0.2591 -2.2968 -2.2617
H -1.6765 -1.5543 -1.5849
H 0.2488 -0.0254 -2.6627
H -0.8572 0.5010 -1.4215
H 0.6804 0.5416 0.2855
H 1.8328 -0.6134 -0.4970
H 2.2194 1.0581 -2.2423
H 1.3609 2.3060 -1.2346
H 3.2049 1.0020 0.5593
H 4.0262 0.9427 -0.9916
H 3.1119 3.5456 -0.9059
H 3.4494 3.2970 0.8164
H 5.6441 2.3452 -1.0605
H 5.2190 4.0182 -1.3026
H 6.1180 4.7089 0.6858
H 7.1211 3.3129 0.3346
N -8.9586 0.8853 1.5019
C -8.7368 -0.2758 0.8205
N -9.8104 -0.7547 0.1276
O -7.6584 -0.8419 0.8311
H -9.8367 1.3686 1.5081
H -8.1881 1.2645 2.0225
H -9.6810 -1.6081 -0.3849
H -10.7055 -0.3042 0.1063
N 4.0385 -1.8979 5.4728
C 3.7901 -3.2402 5.4286
N 3.2105 -3.7523 6.5556
O 4.0608 -3.9258 4.4610
H 3.8207 -1.3166 6.2596
H 4.4639 -1.4842 4.6627
H 3.0119 -4.7362 6.5612
H 2.9783 -3.2032 7.3612
N 3.1369 4.8568 -5.0413
C 4.2170 4.3276 -4.4105
N 5.3617 4.2879 -5.1490
O 4.1717 3.9154 -3.2581
H 3.1478 5.2003 -5.9883
H 2.2846 4.8988 -4.5129
H 6.1785 3.9059 -4.7087
H 5.4157 4.6179 -6.0944
N 4.9706 2.7999 -8.7422
C 3.8955 3.6123 -8.5532
N 3.0172 3.6647 -9.5905
O 3.7300 4.2480 -7.5216
H 5.1260 2.2686 -9.5779
H 5.6357 2.7354 -7.9925
H 2.2120 4.2544 -9.4811
H 3.1324 3.1508 -10.4435
N -4.5598 0.0224 -3.9789
C -4.8090 -1.3218 -4.0220
N -5.3620 -1.8353 -2.8872
O -4.5506 -2.0055 -4.9947
H -4.7688 0.6020 -3.1881
H -4.1430 0.4367 -4.7923
H -5.5564 -2.8200 -2.8818
H -5.5788 -1.2932 -2.0708

=====

Record 3
107
Properties=species:S:1:pos:R:3 method="wB97M-V/def2-TZVPD" charge=+1 gap_ev=7.045 lumo_ev=-3.32 total_energy_ha=-5037.786897
C -2.1832 2.5096 0.6103
P -2.6928 3.9592 1.6499
O -2.0663 5.3154 0.7921
C -4.5698 4.1799 1.5499
C -4.9467 4.7747 0.1551
N -6.2184 4.1327 -0.3470
C -5.9001 2.6738 -0.5527
C -5.5724 2.0195 0.8086
N -5.3674 2.9912 1.9014
Br -4.7026 2.1371 3.4250
H -1.9276 1.6661 1.2595
H -1.2374 2.7924 0.1205
H -2.8907 2.2411 -0.1927
H -2.0600 5.0303 -0.1218
H -4.8186 4.9534 2.2895
H -5.1060 5.8533 0.2181
H -4.1831 4.5308 -0.5864
H -6.9775 4.2422 0.3226
H -6.4393 4.5700 -1.2376
H -6.7663 2.2203 -1.0398
H -5.0209 2.5632 -1.1986
H -4.6793 1.3837 0.6978
H -6.3681 1.3360 1.1283
C -1.8630 1.2857 -3.8082
C -2.5538 0.4799 -2.7406
O -3.2674 1.0055 -1.8803
N -2.3654 -0.8527 -2.7434
C -1.5606 -1.6501 -3.6612
H -2.1064 2.3368 -3.6754
H -0.7819 1.1668 -3.7327
H -2.2007 0.9734 -4.7965
H -2.8544 -1.3276 -2.0014
H -2.2078 -2.3797 -4.1510
H -0.7993 -2.1790 -3.0959
H -1.0789 -1.0380 -4.4153
C 0.8687 -5.6539 -3.5713
C 1.2857 -4.2986 -3.0658
O 1.0051 -3.2608 -3.6645
N 1.9930 -4.2423 -1.9102
C 2.4165 -5.3348 -1.0566
H 0.3197 -5.5395 -4.4926
H 1.7483 -6.2684 -3.7668
H 0.2256 -6.1477 -2.8420
H 2.2422 -3.3102 -1.6394
H 1.9953 -5.1916 -0.0623
H 3.5039 -5.3213 -0.9833
H 2.0938 -6.2939 -1.4478
C 4.1699 -1.6373 2.5392
C 3.5549 -2.1528 1.2653
O 3.6720 -3.3227 0.9192
N 2.8587 -1.2659 0.5050
C 2.6250 0.1422 0.7608
H 4.6898 -2.4512 3.0360
H 4.8898 -0.8473 2.3217
H 3.3963 -1.2594 3.2089
H 2.4714 -1.6660 -0.3302
H 1.5485 0.3200 0.8191
H 3.0337 0.7278 -0.0649
H 3.0893 0.4627 1.6875
C 1.5620 9.4629 1.6130
C 1.8640 8.0833 1.0886
O 2.7280 7.8815 0.2490
N 1.1407 7.0414 1.5814
C 0.0775 7.0654 2.5696
H 2.2199 10.1772 1.1270
H 0.5290 9.7356 1.3921
H 1.7353 9.5069 2.6893
H 1.4044 6.1531 1.1872
H 0.3723 6.4380 3.4140
H -0.8216 6.6455 2.1144
H -0.1271 8.0705 2.9238
C 2.5683 -8.0299 4.2695
C 2.4746 -7.0590 3.1207
O 1.4677 -6.9616 2.4334
N 3.5556 -6.2793 2.8619
C 4.8282 -6.2465 3.5557
H 1.6328 -8.5761 4.3485
H 3.3745 -8.7444 4.0980
H 2.7393 -7.4957 5.2053
H 3.4210 -5.6523 2.0807
H 4.9945 -5.2415 3.9487
H 5.6263 -6.4811 2.8492
H 4.8575 -6.9578 4.3745
C -2.6111 -5.9382 -6.9474
C -2.1797 -6.5956 -5.6625
O -1.0133 -6.8812 -5.4392
N -3.1382 -6.8694 -4.7379
C -4.5634 -6.6103 -4.8166
H -1.7392 -5.7864 -7.5769
H -3.3182 -6.5750 -7.4807
H -3.0663 -4.9676 -6.7437
H -2.7775 -7.3092 -3.9065
H -4.8546 -5.9581 -3.9906
H -5.1040 -7.5539 -4.7248
H -4.8328 -6.1371 -5.7548
C 3.3994 4.9207 4.8373
C 4.5687 4.2743 4.1389
O 5.0446 3.2152 4.5183
N 5.0848 4.9111 3.0561
C 4.6525 6.1624 2.4570
H 3.1002 4.2982 5.6758
H 3.6802 5.9040 5.2171
H 2.5536 5.0150 4.1535
H 5.8630 4.4255 2.6406
H 4.3705 5.9732 1.4206
H 5.4855 6.8670 2.4733
H 3.8077 6.5953 2.9827

=====

Record 4
109
Properties=species:S:1:pos:R:3 method="wB97M-V/def2-TZVPD" charge=-1 gap_ev="2.972 / 8.167" lumo_ev="2.11 / 2.11" total_energy_ha=-4794.526182 multiplicity=2
O -6.6293 2.0840 -0.1662
C -5.6817 2.8334 -0.3423
N -5.3363 3.5715 0.6447
C -4.9288 2.8409 -1.6102
H -4.6928 4.3448 0.5549
H -5.6334 3.4034 1.5952
H -3.8477 2.9356 -1.5088
H -5.4171 3.5838 -2.2409
H -5.1323 1.8396 -1.9897
O 1.3920 3.9645 3.5941
C 1.6138 2.8262 4.0099
N 2.0625 2.6580 5.2285
C 1.5671 1.6176 3.1047
H 2.2297 3.4092 5.8825
H 2.5912 1.8215 5.4310
H 2.2691 1.7736 2.2855
H 0.5130 1.5923 2.8285
H 1.7637 0.6364 3.5368
O -3.3039 5.1770 0.2102
C -2.3240 5.7694 0.6769
N -2.3501 7.0893 0.6639
C -1.0707 5.0944 1.2354
H -3.1377 7.6095 0.3047
H -1.6773 7.6098 1.2085
H -0.1971 5.7438 1.2913
H -0.8078 4.3749 0.4599
H -1.2879 4.5421 2.1497
C 1.3785 -3.3802 1.0866
Cl 1.3391 -4.4769 2.5556
Cl 1.1468 -1.5678 1.5041
Cl 0.0637 -3.9537 -0.0648
H 2.3561 -3.5062 0.6213
C -1.2932 0.3957 -0.4312
Cl -1.4056 1.7706 0.6600
Cl 0.1876 0.4381 -1.4036
Cl -2.6895 0.2641 -1.5646
H -1.1913 -0.4728 0.2195
C 9.8534 -2.6658 1.7934
O 8.9205 -2.0290 0.9177
C 9.5897 -1.3464 -0.1369
C 8.6273 -1.0332 -1.2960
N 7.7231 0.0562 -0.9327
C 6.8766 0.3139 -2.0214
C 5.6054 1.0424 -1.4991
O 4.8929 0.1252 -0.6300
C 3.7175 0.6334 -0.0375
H 10.6264 -1.9591 2.0954
H 10.3179 -3.4730 1.2270
H 9.3269 -3.1102 2.6380
H 10.3760 -1.9974 -0.5192
H 10.0839 -0.4165 0.1446
H 8.0573 -1.9526 -1.4302
H 9.2007 -0.6908 -2.1575
H 7.1109 -0.3137 -0.2197
H 6.5527 -0.5760 -2.5611
H 7.3082 0.9459 -2.7976
H 4.9969 1.3693 -2.3423
H 5.9910 1.8793 -0.9170
H 2.9328 0.7903 -0.7776
H 3.8003 1.4973 0.6220
H 3.3193 -0.2406 0.4779
C 3.4478 -1.5398 -3.3639
O 2.4895 -2.5203 -3.7482
C 1.0979 -2.2311 -3.5125
C 0.2363 -3.3379 -4.0068
N -0.1713 -3.0124 -5.3845
C -1.0956 -3.8843 -5.9766
C -1.5805 -3.3423 -7.2629
O -0.4077 -2.8244 -7.9157
C -0.5825 -2.0724 -9.1180
H 3.3667 -1.0393 -2.3990
H 3.5428 -0.8438 -4.1974
H 4.4425 -1.9788 -3.4409
H 0.7987 -1.2854 -3.9645
H 0.8218 -2.1232 -2.4636
H -0.6502 -3.4390 -3.3807
H 0.7750 -4.2851 -4.0342
H 0.5131 -2.7441 -6.0770
H -1.9944 -3.9719 -5.3661
H -0.6772 -4.8719 -6.1708
H -2.2968 -2.5622 -7.0052
H -1.9404 -4.1712 -7.8724
H -1.2036 -1.1940 -8.9424
H -1.0009 -2.6958 -9.9082
H 0.3777 -1.6662 -9.4360
C -2.9938 -2.1731 1.8055
O -4.2082 -1.7175 2.3920
C -4.6619 -0.4430 2.0031
C -6.0750 -0.1060 2.6269
N -6.0568 0.0320 4.0800
C -7.3910 0.2986 4.6150
C -7.2971 0.5669 6.1244
O -6.6222 -0.4765 6.8508
C -6.3467 -0.1491 8.2419
H -2.1417 -1.5326 2.0331
H -3.1358 -2.4182 0.7529
H -2.5071 -3.0321 2.2673
H -4.5342 -0.3187 0.9278
H -3.9466 0.2394 2.4623
H -6.7970 -0.8556 2.3029
H -6.4039 0.7791 2.0823
H -5.8123 -0.9191 4.3159
H -8.0378 -0.5577 4.4238
H -7.7890 1.1943 4.1380
H -8.2830 0.8573 6.4875
H -6.6705 1.4540 6.2161
H -5.7950 -0.9652 8.7085
H -7.2815 0.0236 8.7752
H -5.7667 0.7493 8.4528